No. 1
The following is a quantum chemistry calculation of a single C8H15N3O3 molecule in a non-equilibrium geometry, from OMol25.

Atoms and positions in Å:
O  0.336  3.214  -1.789
O  -2.599  -0.847  -1.615
O  1.275  -0.610  1.049
C  1.000  2.309  -2.210
C  -1.735  -0.033  -1.403
C  0.265  -1.104  1.540
N  0.311  -1.748  2.744
N  0.371  1.150  -2.348
N  -1.000  -0.071  -0.289
C  2.458  2.383  -2.444
C  1.627  -2.140  3.278
C  -1.105  0.801  -2.470
C  -2.307  -0.533  1.795
C  -1.126  -1.009  0.822
H  -0.511  -2.311  3.016
H  1.035  0.485  -2.431
H  -0.302  0.676  -0.088
H  2.942  1.470  -2.109
H  2.590  2.511  -3.504
H  2.949  3.236  -1.971
H  1.558  -3.127  3.606
H  2.284  -2.223  2.427
H  2.035  -1.415  3.913
H  -1.411  0.486  -3.472
H  -1.546  1.737  -2.433
H  -2.640  -1.371  2.439
H  -1.915  0.370  2.344
H  -3.294  -0.325  1.243
H  -1.543  -1.962  0.363

Charge: 0
SMILES: CNC(=O)[C@@H](C)NC(=O)CNC(C)=O
Energy relative to the best compared isomer or geometry (same formula, charge and spin) (kJ/mol): 126.8
Lowest unoccupied orbital energy (eV): 0.641
Strongest force on any atom (eV/A): 4.0
Electronic energy (eV): -19152.0563


No. 2
The following is a quantum chemistry calculation of a molecular structure, C8H15N3O3Pb in a non-equilibrium geometry, from OMol25.

Atoms and positions in Å:
Pb  -0.049  0.013  -0.135
O  -0.827  0.919  -2.023
C  -0.628  0.615  -3.247
O  1.307  -1.225  -1.487
C  1.079  -1.280  -2.738
O  1.693  -2.174  -3.458
N  0.188  -0.500  -3.498
C  1.243  -2.028  -4.853
C  0.411  -0.803  -4.887
H  0.676  -2.908  -5.167
H  2.095  -1.942  -5.537
H  -0.572  -0.936  -5.344
H  0.963  0.052  -5.298
C  -1.242  1.447  -4.218
C  -1.449  2.758  -3.914
H  -1.525  1.052  -5.188
H  -1.150  3.095  -2.919
H  -1.974  3.487  -4.581
N  -1.227  -0.954  1.917
C  -0.917  0.098  2.930
C  0.555  0.464  2.976
N  0.984  1.309  1.817
H  -2.238  -1.058  1.781
H  -0.931  -1.906  2.146
H  -1.564  0.964  2.702
H  -1.190  -0.274  3.930
H  0.715  1.027  3.910
H  1.217  -0.419  2.993
H  0.696  2.291  1.860
H  2.005  1.390  1.780

Charge: +2
Energy relative to the best compared isomer or geometry (same formula, charge and spin) (kJ/mol): 0.0
Lowest unoccupied orbital energy (eV): -7.490
Strongest force on any atom (eV/A): 4.6
Electronic energy (eV): -24384.2982


No. 3
The following is a quantum chemistry calculation of a single C8H15N3O5 molecule in a non-equilibrium geometry, from OMol25.

Atoms and positions in Å:
C  1.802  0.095  -0.769
C  0.872  -0.784  0.068
C  3.291  -0.043  -0.440
C  3.524  0.360  1.027
C  -1.378  0.227  -0.677
C  -1.830  1.472  0.099
C  -2.635  -0.540  -1.166
C  -3.708  -1.040  -0.188
H  2.173  2.172  -0.925
H  0.967  1.833  0.088
H  1.669  -0.245  -1.781
H  3.805  0.640  -1.151
H  3.077  -1.954  -0.105
H  3.520  1.480  1.212
H  2.774  -0.034  1.693
H  4.552  -0.016  1.281
H  -0.893  -1.422  0.666
H  -0.848  0.614  -1.512
H  -2.373  -1.477  -1.641
H  -3.143  0.015  -1.986
H  -2.524  -0.792  1.472
H  -4.057  -1.513  1.837
H  -2.203  2.041  1.915
N  1.395  1.547  -0.787
N  -0.481  -0.703  0.051
N  -3.360  -1.246  1.131
O  1.358  -1.694  0.752
O  3.725  -1.395  -0.595
O  -2.499  2.377  -0.353
O  -4.803  -1.288  -0.683
O  -1.771  1.311  1.468

Charge: 0
SMILES: C[C@@H](O)[C@H](N)C(=O)N[C@@H](CC(N)=O)C(=O)O
Energy relative to the best compared isomer or geometry (same formula, charge and spin) (kJ/mol): 83.7
Lowest unoccupied orbital energy (eV): 0.227
Strongest force on any atom (eV/A): 2.9
Electronic energy (eV): -23247.7956


No. 4
The following is a quantum chemistry calculation of a molecular structure, C8H15NO in a non-equilibrium geometry, from OMol25.

Atoms and positions in Å:
C  0.463  -0.759  -1.537
C  1.574  0.265  -1.421
C  -0.517  -0.294  -0.352
C  0.665  0.434  0.355
C  -1.636  0.592  -0.761
C  -1.161  -1.545  0.324
C  1.573  -0.338  1.296
C  0.409  1.782  0.933
N  2.860  0.004  -1.260
O  3.139  -1.207  -1.033
H  -0.105  -0.753  -2.539
H  1.037  -1.719  -1.296
H  1.432  1.273  -1.879
H  -2.161  0.014  -1.492
H  -1.415  1.596  -1.065
H  -2.197  0.557  0.096
H  -1.874  -1.981  -0.374
H  -1.536  -1.178  1.287
H  -0.461  -2.311  0.402
H  1.891  -1.243  0.874
H  0.860  -0.785  2.064
H  2.304  0.282  1.924
H  0.633  1.777  1.985
H  -0.583  2.216  0.876
H  1.304  2.429  0.561

Charge: 0
Energy relative to the best compared isomer or geometry (same formula, charge and spin) (kJ/mol): 560.4
Lowest unoccupied orbital energy (spin up / spin down) (eV): -0.261 / -0.261
Strongest force on any atom (eV/A): 5.3
Electronic energy (eV): -12071.7255


No. 5
The following is a quantum chemistry calculation of a single C8H15NO2P2 molecule in a non-equilibrium geometry, from OMol25.

Atoms and positions in Å:
C  1.929  2.032  -1.888
C  1.874  2.194  -0.282
C  2.602  0.866  0.071
C  -2.574  -1.465  -0.600
C  -1.164  -1.926  -0.895
C  -2.687  -1.039  0.891
C  2.467  -0.058  -1.067
C  -1.064  0.048  2.937
N  1.396  -0.977  -1.078
O  1.582  2.853  -2.655
O  2.463  0.876  -2.234
P  -0.090  -0.484  -0.599
P  -1.739  0.469  1.241
H  2.447  3.093  -0.250
H  0.846  2.537  -0.116
H  3.591  1.271  0.132
H  2.360  0.360  1.053
H  -2.656  -0.489  -1.100
H  -3.225  -2.282  -0.974
H  -0.815  -2.875  -0.286
H  -1.245  -2.148  -1.981
H  -3.700  -0.732  1.161
H  -2.178  -1.798  1.462
H  3.351  -0.701  -1.304
H  -0.831  -1.017  3.092
H  -1.959  0.258  3.628
H  -0.323  0.687  3.189
H  -0.656  0.448  -1.548

Charge: 0
SMILES: CP1CCC[P@@H]1=N[C@@H]1CCC(=O)O1
Energy relative to the best compared isomer or geometry (same formula, charge and spin) (kJ/mol): 88.7
Lowest unoccupied orbital energy (eV): -0.484
Strongest force on any atom (eV/A): 4.6
Electronic energy (eV): -32699.2971


No. 6
The following is a quantum chemistry calculation of a single C8H15NO4S molecule in a non-equilibrium geometry, from OMol25.

Atoms and positions in Å:
C  -0.238  3.529  0.674
C  -0.421  2.134  0.122
H  0.014  2.008  -0.865
H  -1.462  1.827  0.107
S  0.413  0.969  1.238
O  1.736  1.455  1.513
O  -0.456  0.694  2.346
N  0.497  -0.418  0.301
C  0.065  -1.672  0.879
C  -0.122  -2.699  -0.253
H  0.692  -3.424  -0.247
H  -1.060  -3.236  -0.123
C  -0.107  -1.965  -1.596
C  -1.170  -0.884  -1.626
O  -1.086  0.156  -2.227
O  -2.277  -1.227  -0.958
H  -2.939  -0.521  -1.019
C  1.261  -1.316  -1.824
H  2.002  -2.078  -2.061
H  1.185  -0.631  -2.668
C  1.661  -0.557  -0.544
H  2.455  -1.092  -0.006
H  2.028  0.444  -0.765
H  -0.333  -2.662  -2.409
H  0.795  -2.037  1.614
H  -0.870  -1.469  1.401
H  0.823  3.746  0.764
H  -0.684  3.593  1.664
H  -0.702  4.270  0.026

Charge: 0
SMILES: CCS(=O)(=O)N1CCC(C(=O)O)CC1
Energy relative to the best compared isomer or geometry (same formula, charge and spin) (kJ/mol): 0.0
Lowest unoccupied orbital energy (eV): 0.577
Strongest force on any atom (eV/A): 1.0
Electronic energy (eV): -29054.9816


No. 7
The following is a quantum chemistry calculation of a molecular structure, C8H15NOS in a non-equilibrium geometry, from OMol25.

Atoms and positions in Å:
C  -2.190  -1.399  -0.361
C  -2.037  0.690  0.884
C  -2.026  1.870  -0.114
C  0.015  0.294  -0.682
C  2.436  0.428  -0.891
C  1.384  -1.747  -0.257
C  1.446  0.149  1.354
C  1.346  -0.291  -0.119
N  -1.441  -0.448  0.230
O  -3.373  -1.462  -0.121
S  -0.281  2.085  -0.445
H  -1.593  -1.952  -1.105
H  -1.354  1.007  1.660
H  -3.153  0.594  1.139
H  -2.671  1.523  -0.910
H  -2.334  2.741  0.484
H  -0.317  0.000  -1.679
H  3.460  0.103  -0.612
H  2.344  1.473  -0.819
H  2.285  0.088  -1.943
H  0.833  -2.094  -1.104
H  2.362  -2.111  -0.395
H  0.973  -2.338  0.570
H  2.300  0.026  2.080
H  0.608  -0.378  1.856
H  0.979  1.149  1.297

Charge: 0
Energy relative to the best compared isomer or geometry (same formula, charge and spin) (kJ/mol): 241.0
Lowest unoccupied orbital energy (eV): 0.642
Strongest force on any atom (eV/A): 4.0
Electronic energy (eV): -22910.1117


No. 8
The following is a quantum chemistry calculation of 2 unconnected molecules or ions with the total composition C8H15NOS in a non-equilibrium geometry, from OMol25.

Atoms and positions in Å:
C  1.617  3.898  1.576
C  0.846  2.953  1.121
C  -0.831  -2.752  -1.563
C  -1.406  -2.254  1.523
C  -0.141  -0.671  -2.872
C  1.267  1.910  0.096
C  0.217  -0.241  1.403
C  -0.147  -1.518  1.116
N  -0.835  -1.529  -1.940
O  -1.848  -0.696  -1.277
S  1.779  0.363  0.965
H  1.070  4.516  2.251
H  2.666  4.099  1.496
H  -0.173  2.977  1.398
H  -0.072  -3.339  -2.106
H  -1.595  -3.085  0.851
H  -2.143  -1.484  1.424
H  -1.277  -2.634  2.451
H  -0.670  -0.835  -3.836
H  -0.192  0.387  -2.551
H  0.981  -0.913  -2.915
H  2.310  2.148  -0.237
H  0.445  1.462  -0.522
H  -2.008  -1.121  -0.344
H  -0.427  0.458  1.903
H  0.565  -2.101  0.591

Charge: 0
Energy relative to the best compared isomer or geometry (same formula, charge and spin) (kJ/mol): 670.2
Lowest unoccupied orbital energy (eV): 0.754
Strongest force on any atom (eV/A): 3.5
Electronic energy (eV): -22905.6634